Arrangement a

Computed, not measured: a gas-phase ion, C6H11NO (charge -1), with the ωB97M-V functional and the def2-TZVPD basis.

Geometry as ORCA input:
```
! RIJCOSX wB97M-V def2-TZVPD def2/J DEFGRID3
* xyz -1 2
C -0.077 1.369 0.601
N -1.401 1.723 0.997
C -2.065 0.762 1.970
O -2.520 -0.365 1.435
C 0.171 -0.115 0.253
C 1.237 -0.352 -0.755
C 1.176 -1.455 -1.603
C 2.112 -1.970 -2.448
H 0.608 1.661 1.406
H 0.266 2.007 -0.218
H -1.290 0.674 2.787
H -2.861 1.394 2.447
H -0.780 -0.479 -0.151
H 0.298 -0.700 1.164
H 1.979 0.407 -0.999
H -2.082 1.875 0.267
H 0.245 -2.018 -1.575
H 3.053 -1.481 -2.671
H 1.931 -2.936 -2.906
*
```

E_HOMO (spin up / spin down)	-2.5311 / -2.5294	eV
Kohn-Sham gap (spin up / spin down)	6.1 / 5.5	eV



Arrangement b

Computed, not measured: 2 unconnected molecules or ions with the total composition C6H11NO, with the ωB97M-V functional and the def2-TZVPD basis.

Geometry as ORCA input:
```
! RIJCOSX wB97M-V def2-TZVPD def2/J DEFGRID3
* xyz -1 2
C 2.850 0.221 0.272
C 1.648 1.057 -0.224
C 0.306 0.470 0.058
C -0.826 0.436 -0.712
N -1.906 0.180 0.067
C -1.507 0.061 1.363
C -0.146 0.230 1.398
H 2.587 -0.733 0.725
H 3.565 -0.001 -0.510
H 3.370 0.770 1.063
H 1.763 2.059 0.214
H 1.801 1.319 -1.276
H -0.956 0.536 -1.773
H -2.857 0.234 -0.260
H -2.054 -0.416 2.155
H 0.463 0.227 2.296
H -2.771 -2.676 -0.936
H -2.314 -1.953 -2.296
O -3.015 -2.022 -1.625
*
```

E_HOMO (spin up / spin down)	1.0506 / -4.8293	eV
Kohn-Sham gap (spin up / spin down)	2.6 / 8.4	eV



Which is most stable? The ranking, best first, is arrangement b, arrangement a.